(1)
This record from the OMol25 dataset describes a 2-piece molecular cluster, C5H10O overall at a distorted geometry. The level of theory is ωB97M-V with the def2-TZVPD basis set.

XYZ file:
```
16
Properties=species:S:1:pos:R:3:lowdin_charge:R:1
O -2.042 0.057 0.687 -0.005
C -1.552 0.199 -0.405 -0.311
C -0.157 -0.102 -0.756 -0.248
C 0.829 -0.747 0.235 -0.153
C 1.435 0.633 0.509 -0.174
C 0.426 1.349 -0.398 -0.118
H -1.754 -1.987 0.937 0.035
H -2.030 0.797 -1.220 0.137
H -1.524 -2.665 0.745 0.062
H -0.041 -0.484 -1.782 0.145
H 1.508 -1.434 -0.270 0.107
H 0.435 -1.205 1.142 0.088
H 1.377 0.879 1.567 0.108
H 2.441 0.755 0.130 0.101
H -0.164 2.117 0.159 0.127
H 0.812 1.838 -1.282 0.099
```

As for the SMILES: O=CC1CCC1.[H][H]. As for the HOMO energy: -9.6 eV. As for the LUMO energy: 0.0396 Ha. The orbital gap is 10.6 eV.

=====

(2)
This record from the OMol25 dataset describes an isolated molecule of C5H10O. The level of theory is ωB97M-V with the def2-TZVPD basis set.

XYZ file:
```
16
Properties=species:S:1:pos:R:3:lowdin_charge:R:1
C -1.640 1.160 0.615 -0.117
C -0.964 0.486 -0.578 -0.258
C 0.566 0.550 -0.524 -0.163
C 1.269 -0.469 0.819 -0.087
C 1.184 -1.100 -0.918 -0.201
O 1.090 -0.032 -1.731 -0.088
H -1.229 2.163 0.765 0.078
H -1.506 0.600 1.548 0.063
H -2.719 1.254 0.452 0.070
H -1.218 1.044 -1.486 0.118
H -1.373 -0.525 -0.735 0.108
H 0.541 -0.033 1.493 0.060
H 1.281 -1.541 1.134 0.089
H 2.257 -0.058 1.000 0.082
H 0.349 -1.802 -0.895 0.118
H 2.177 -1.552 -0.899 0.128
```

As for the HOMO energy: -7.6 eV. As for the LUMO energy: 0.0347 Ha. The orbital gap is 8.6 eV.

=====

(3)
This record from the OMol25 dataset describes an isolated molecule of C5H10O. The level of theory is ωB97M-V with the def2-TZVPD basis set.

XYZ file:
```
16
Properties=species:S:1:pos:R:3:lowdin_charge:R:1
O 1.597 -0.977 0.027 -0.043
C 0.550 -0.477 -0.819 -0.388
C 0.488 1.029 -0.583 -0.152
C -0.002 1.037 0.867 -0.195
C -1.128 -0.021 0.877 -0.175
C -0.770 -1.013 -0.260 -0.142
H 2.243 -1.370 -0.558 0.085
H 0.720 -0.758 -1.867 0.143
H 1.470 1.491 -0.726 0.114
H -0.230 1.514 -1.260 0.119
H -0.314 2.017 1.236 0.105
H 0.831 0.686 1.484 0.104
H -1.204 -0.523 1.845 0.103
H -2.095 0.451 0.675 0.102
H -0.607 -2.035 0.094 0.110
H -1.549 -1.049 -1.031 0.109
```

As for the SMILES: OC1CCCC1. As for the HOMO energy: -10.1 eV. As for the LUMO energy: 0.0342 Ha. The orbital gap is 11.1 eV.

=====

(4)
This record from the OMol25 dataset describes an isolated molecule of C5H10O. The level of theory is ωB97M-V with the def2-TZVPD basis set.

XYZ file:
```
16
Properties=species:S:1:pos:R:3:lowdin_charge:R:1
C -0.131 -1.944 -0.960 -0.102
C 0.735 -0.970 -0.164 -0.207
C -0.078 -0.201 0.847 -0.290
O 0.582 0.822 1.581 -0.013
C -0.483 1.207 0.720 -0.309
C -0.140 2.103 -0.440 -0.038
H -0.648 -2.644 -0.293 0.073
H 0.473 -2.534 -1.655 0.071
H -0.895 -1.415 -1.541 0.076
H 1.512 -1.517 0.384 0.119
H 1.259 -0.281 -0.834 0.102
H -0.718 -0.837 1.467 0.145
H -1.388 1.500 1.259 0.138
H 0.739 1.751 -0.986 0.072
H 0.075 3.114 -0.078 0.082
H -0.984 2.167 -1.135 0.082
```

As for the SMILES: CC[C@H]1O[C@H]1C. As for the HOMO energy: -10.0 eV. As for the LUMO energy: 0.0416 Ha. The orbital gap is 11.2 eV.

=====

(5)
This record from the OMol25 dataset describes a 2-piece molecular cluster, C5H10O overall at a distorted geometry. The level of theory is ωB97M-V with the def2-TZVPD basis set.

XYZ file:
```
16
Properties=species:S:1:pos:R:3:lowdin_charge:R:1
C -1.995 -1.466 2.070 -0.113
C -1.400 -1.685 0.719 -0.180
C -1.171 -0.829 -0.279 -0.135
C -0.094 -1.109 -1.275 -0.200
C 0.682 -0.224 -1.894 -0.015
H -3.101 -1.375 2.006 0.082
H -1.957 -2.310 2.777 0.067
H -1.541 -0.681 2.678 0.072
H -1.433 -2.715 0.321 0.111
H -1.655 0.140 -0.430 0.111
H 0.069 -2.192 -1.363 0.101
H 1.640 -0.604 -2.243 0.048
H 0.429 0.754 -2.267 0.052
H 4.270 5.410 -0.420 0.027
H 3.763 3.977 -0.251 0.042
O 3.497 4.909 -0.149 -0.069
```

As for the SMILES: C=C/C=C/C.O. As for the HOMO energy: -8.3 eV. As for the LUMO energy: 0.0323 Ha. The orbital gap is 9.2 eV.

=====

(6)
This record from the OMol25 dataset describes an isolated molecule of C5H10O at a distorted geometry. The level of theory is ωB97M-V with the def2-TZVPD basis set.

XYZ file:
```
16
Properties=species:S:1:pos:R:3:lowdin_charge:R:1
C 2.670 -0.087 0.243 -0.046
O 1.478 0.363 0.508 -0.109
C 0.653 1.037 -0.231 -0.176
C -0.759 1.108 0.238 -0.194
C -1.621 -0.054 -0.298 -0.261
C -1.004 -1.417 0.010 -0.113
H 3.091 0.077 -0.742 0.067
H -0.031 -1.530 -0.479 0.067
H 3.173 -0.566 1.068 0.058
H 0.957 1.231 -1.260 0.126
H -0.757 1.082 1.336 0.118
H -1.205 2.066 -0.059 0.107
H -1.739 0.058 -1.384 0.105
H -2.628 0.014 0.135 0.102
H -0.840 -1.540 1.087 0.079
H -1.646 -2.235 -0.331 0.070
```

As for the HOMO energy (spin up / spin down): -7.3 / -7.1 eV. As for the LUMO energy (spin up / spin down): 0.0348 / 0.0331 Ha. The orbital gap (spin up / spin down) is 8.2 / 8.0 eV.

=====

(7)
This record from the OMol25 dataset describes an isolated molecule of C5H10O. The level of theory is ωB97M-V with the def2-TZVPD basis set.

XYZ file:
```
16
Properties=species:S:1:pos:R:3:lowdin_charge:R:1
C -1.060 -0.292 -1.288 -0.033
C -0.069 0.412 -0.370 -0.582
O 0.216 1.715 -0.844 -0.013
C 1.177 -0.432 0.019 -0.108
C 0.661 -0.512 1.478 -0.152
C -0.525 0.413 1.105 -0.107
H -1.357 -1.266 -0.880 0.088
H -0.629 -0.464 -2.283 0.084
H -1.962 0.322 -1.397 0.090
H 0.512 1.621 -1.760 0.097
H 1.276 -1.387 -0.512 0.106
H 2.105 0.139 -0.089 0.111
H 1.347 -0.115 2.232 0.099
H 0.357 -1.515 1.793 0.100
H -0.536 1.399 1.577 0.114
H -1.513 -0.041 1.222 0.105
```

As for the SMILES: CC1(O)CCC1. As for the HOMO energy: -9.9 eV. As for the LUMO energy: 0.0365 Ha. The orbital gap is 10.9 eV.

=====

(8)
This record from the OMol25 dataset describes C5H10O as an isolated structure. The level of theory is ωB97M-V with the def2-TZVPD basis set.

XYZ file:
```
16
Properties=species:S:1:pos:R:3:lowdin_charge:R:1
C 0.717 -1.054 0.781 -0.070
C 0.031 0.015 -0.062 -0.478
C 0.720 -0.003 -1.444 -0.035
C -0.180 1.347 0.695 -0.139
O -1.603 1.276 0.549 -0.105
C -1.512 -0.051 0.022 -0.142
H 0.639 -2.020 0.268 0.089
H 0.293 -1.162 1.786 0.085
H 1.777 -0.800 0.882 0.085
H 0.170 -0.639 -2.149 0.082
H 0.889 0.962 -1.936 0.081
H 1.706 -0.462 -1.314 0.069
H 0.225 2.277 0.280 0.120
H 0.119 1.263 1.751 0.118
H -2.106 -0.171 -0.893 0.121
H -1.840 -0.800 0.759 0.118
```

As for the HOMO energy: -9.6 eV. As for the LUMO energy: 0.0340 Ha. The orbital gap is 10.5 eV.

=====

(9)
This record from the OMol25 dataset describes an isolated molecule of C5H10O. The level of theory is ωB97M-V with the def2-TZVPD basis set.

XYZ file:
```
16
Properties=species:S:1:pos:R:3:lowdin_charge:R:1
C 1.576 -0.104 1.150 -0.068
C 0.947 -0.005 -0.220 -0.259
C 0.082 -1.104 -0.803 -0.041
C -0.528 0.210 -0.441 -0.547
C -1.515 0.303 0.701 -0.019
O -0.894 1.016 -1.533 0.004
H 2.480 -0.724 1.128 0.076
H 1.863 0.888 1.518 0.076
H 0.890 -0.545 1.881 0.071
H 1.564 0.493 -0.966 0.138
H 0.204 -1.338 -1.856 0.109
H -0.167 -1.954 -0.171 0.110
H -2.530 0.279 0.288 0.088
H -1.398 1.237 1.268 0.088
H -1.420 -0.530 1.402 0.079
H -1.191 1.855 -1.159 0.096
```

As for the SMILES: C[C@H]1C[C@]1(C)O. As for the HOMO energy: -9.3 eV. As for the LUMO energy: 0.0368 Ha. The orbital gap is 10.3 eV.

=====

(10)
This record from the OMol25 dataset describes a 2-piece molecular cluster, C5H10O overall. The level of theory is ωB97M-V with the def2-TZVPD basis set.

XYZ file:
```
16
Properties=species:S:1:pos:R:3:lowdin_charge:R:1
C 2.481 -0.699 -0.109 -0.103
O 1.263 -0.041 -0.390 -0.170
C 0.634 0.473 0.729 -0.407
C -0.439 1.386 0.673 0.066
C -2.596 -0.161 0.054 -0.104
C -1.972 -0.396 -1.098 -0.086
H 2.348 -1.488 0.645 0.089
H 2.825 -1.151 -1.041 0.090
H 3.241 0.008 0.250 0.091
H 0.747 -0.169 1.612 0.127
H 1.027 1.530 1.104 0.153
H -0.428 1.813 -0.346 0.029
H -3.334 0.629 0.158 0.058
H -2.402 -0.756 0.943 0.058
H -1.223 -1.177 -1.199 0.052
H -2.172 0.200 -1.986 0.057
```

As for the HOMO energy: -8.8 eV. As for the LUMO energy: 0.0346 Ha. The orbital gap is 9.7 eV.